{
  "formula": "C30H51CeCl2N2OP",
  "method": "ωB97M-V/def2-TZVPD",
  "homo_lumo_gap_ev": [5.6117, 5.6112],
  "total_energy_ha": -3095.370549,
  "spin_multiplicity": 1,
  "e_homo_ev": [-5.9, -5.9],
  "max_force_ev_per_a": 4.55,
  "species": ["Ce", "Cl", "Cl", "P", "O", "N", "N", "C", "C", "C", "C", "C", "C", "C", "C", "C", "C", "C", "C", "C", "C", "C", "C", "C", "C", "C", "C", "C", "C", "C", "C", "C", "C", "C", "C", "C", "C", "H", "H", "H", "H", "H", "H", "H", "H", "H", "H", "H", "H", "H", "H", "H", "H", "H", "H", "H", "H", "H", "H", "H", "H", "H", "H", "H", "H", "H", "H", "H", "H", "H", "H", "H", "H", "H", "H", "H", "H", "H", "H", "H", "H", "H", "H", "H", "H", "H", "H", "H"],
  "xyz": [[-0.046, -0.121, 2.197], [2.164, 0.711, 1.158], [-2.254, 0.799, 1.279], [-0.144, 0.987, -1.758], [-0.084, -0.450, 4.292], [1.224, -0.367, 6.091], [-1.186, -0.190, 6.216], [1.879, -5.710, 0.827], [-0.248, -4.537, 0.785], [2.476, 0.118, -4.885], [0.476, -5.722, 0.717], [-3.683, 0.678, -4.020], [0.418, -3.297, 0.989], [1.331, 4.871, -1.352], [1.848, -3.300, 1.062], [2.877, -1.326, -4.529], [-1.245, 3.403, -1.161], [-2.359, -0.031, 5.358], [-1.816, -1.119, -2.549], [1.157, 0.540, -4.233], [0.191, 5.400, -0.471], [2.806, -1.646, -3.024], [-1.762, 0.411, -2.445], [2.313, -0.403, 5.117], [1.499, -1.179, -2.383], [-0.292, -2.060, 1.178], [1.257, 0.301, -2.729], [-0.094, 2.809, -2.001], [-1.181, 4.923, -0.967], [-3.917, -0.844, -3.983], [2.554, -4.488, 0.986], [-1.439, -0.034, 7.638], [-2.235, 1.090, -3.731], [1.599, -0.245, 7.495], [1.280, 3.351, -1.560], [-3.258, -1.568, -2.798], [-0.016, -0.350, 5.587], [1.549, 2.864, -0.608], [-1.352, -2.048, 0.845], [-4.324, 1.152, -3.268], [1.537, -1.312, -1.291], [2.122, 0.872, -2.338], [2.689, -0.249, 7.520], [-0.542, -0.165, 8.233], [-3.530, -1.275, -4.917], [0.332, -0.051, -4.657], [-3.227, 0.093, 6.013], [2.438, -6.647, 0.777], [-2.265, 0.863, 4.714], [-2.188, -0.777, 7.941], [-3.993, 1.085, -4.990], [3.261, 0.803, -4.541], [-3.279, -2.654, -2.963], [1.246, 0.703, 7.926], [0.217, 6.495, -0.444], [2.401, 0.234, -5.972], [-2.508, -0.911, 4.715], [0.950, 1.598, -4.447], [-3.840, -1.375, -1.886], [1.295, 5.366, -2.329], [1.236, -1.095, 8.086], [-0.046, -6.669, 0.572], [-0.250, 2.957, -3.088], [-1.211, 2.937, -0.166], [-1.336, -4.540, 0.707], [2.930, -2.726, -2.866], [-1.956, 5.213, -0.248], [-4.998, -1.039, -3.955], [2.207, -2.012, -5.068], [2.265, -1.318, 4.507], [0.672, -1.796, -2.758], [3.899, -1.518, -4.888], [-2.186, 2.183, -3.636], [2.059, 3.061, -2.281], [-1.863, 0.964, 7.823], [-2.227, 3.128, -1.576], [-1.423, 5.420, -1.915], [2.275, 0.478, 4.448], [2.296, 5.129, -0.900], [2.356, -2.338, 1.189], [0.341, 5.049, 0.558], [-1.183, -1.465, -3.378], [3.254, -0.385, 5.678], [3.642, -1.149, -2.511], [-1.586, 0.811, -4.574], [-1.443, -1.574, -1.620], [-2.447, 0.698, -1.620], [3.644, -4.473, 1.048]],
  "forces_ev_per_angstrom": [[-0.2, -1.1, -4.4], [0.6, 0.2, 0.3], [-0.7, 0.4, 0.3], [0.2, -0.8, 1.9], [0.0, -0.2, 3.5], [-0.2, 0.0, 0.4], [0.4, 0.0, 0.1], [-0.3, 0.2, 0.0], [0.5, 0.4, 0.1], [0.1, 0.0, 0.0], [0.5, 0.1, 0.0], [-0.1, 0.0, 0.1], [0.6, -0.5, -0.1], [-0.1, 0.0, -0.1], [-0.9, -0.1, 0.1], [-0.1, -0.1, 0.0], [0.1, 0.0, 0.2], [-0.4, 0.0, -0.4], [-0.3, 0.1, -0.1], [0.5, -0.3, -0.1], [-0.1, -0.3, -0.2], [0.1, 0.1, -0.1], [0.3, 0.5, 0.0], [0.3, 0.0, -0.5], [0.1, 0.1, -0.2], [-0.3, 1.3, 1.0], [-0.4, 0.3, 0.0], [-0.2, 0.0, -0.7], [0.1, 0.0, -0.2], [0.1, 0.0, -0.2], [-0.1, -0.4, 0.0], [-0.3, 0.1, 0.2], [-0.3, -0.3, -0.1], [0.0, 0.1, 0.1], [0.0, -0.1, 0.3], [0.0, 0.1, 0.1], [-0.1, 0.1, -1.4], [-0.1, 0.1, -0.2], [0.3, -0.1, 0.1], [0.0, 0.0, 0.0], [-0.1, 0.0, -0.3], [-0.2, -0.2, -0.1], [-0.2, 0.0, 0.2], [-0.3, 0.0, -0.1], [-0.1, 0.0, 0.1], [0.1, 0.1, 0.1], [0.2, 0.0, -0.2], [-0.2, 0.3, 0.0], [-0.1, -0.4, 0.3], [0.2, 0.1, 0.0], [-0.1, -0.1, 0.1], [0.0, 0.0, 0.0], [-0.1, 0.2, 0.0], [0.2, -0.3, -0.1], [0.0, -0.1, 0.0], [0.1, -0.1, 0.1], [0.0, 0.3, 0.3], [0.0, -0.2, 0.0], [0.1, 0.0, -0.1], [0.0, 0.0, 0.0], [0.1, 0.2, -0.1], [0.1, 0.2, 0.0], [0.0, 0.6, 0.4], [0.0, 0.0, -0.2], [0.3, 0.0, 0.0], [0.1, 0.2, 0.0], [0.1, 0.0, -0.1], [0.2, 0.0, -0.2], [0.1, 0.1, 0.1], [0.1, 0.3, 0.2], [0.2, 0.1, 0.1], [-0.3, 0.0, 0.0], [0.0, -0.2, -0.1], [-0.2, 0.1, 0.1], [0.2, -0.2, 0.0], [0.3, 0.0, 0.0], [0.1, 0.0, 0.0], [0.1, -0.4, 0.3], [-0.1, 0.0, -0.1], [-0.1, -0.3, -0.1], [0.0, 0.0, 0.0], [-0.1, 0.1, 0.1], [-0.3, 0.0, -0.4], [-0.1, -0.1, -0.1], [-0.1, 0.0, 0.2], [0.0, 0.1, -0.2], [0.2, -0.1, -0.4], [-0.3, 0.0, 0.0]]
}